(1)
{
  "formula": "C3H4N2O",
  "method": "the ωB97M-V functional and the def2-TZVPD basis",
  "de_lowest_kcal_mol": 76.2,
  "total_charge": 0,
  "energy_ha": -301.36576,
  "smiles": "Oc1cnc[nH]1",
  "e_lumo_ev": [0.06, 0.06],
  "symbols": ["N", "C", "C", "H", "C", "H", "H", "N", "O", "H"],
  "coordinates": [[-0.767, 0.464, 0.536], [0.376, -0.026, -1.287], [0.266, 0.937, -0.275], [-0.870, 0.908, 1.438], [-0.857, -0.849, 0.256], [0.955, 0.030, -2.205], [-1.424, -1.549, 0.846], [-0.271, -1.149, -0.904], [1.348, 1.075, 0.611], [1.243, 0.159, 0.984]]
}


(2)
{
  "formula": "C24H55O22P2",
  "method": "the ωB97M-V functional and the def2-TZVPD basis",
  "total_charge": -1,
  "energy_ha": -3285.60289,
  "e_lumo_ev": 1.90,
  "symbols": ["H", "H", "O", "H", "H", "H", "H", "C", "H", "C", "C", "H", "H", "H", "C", "O", "H", "H", "H", "H", "H", "C", "H", "H", "H", "H", "H", "O", "H", "O", "C", "C", "C", "O", "P", "H", "O", "O", "H", "H", "C", "C", "H", "O", "C", "H", "H", "O", "C", "H", "H", "H", "O", "H", "H", "C", "O", "H", "H", "O", "H", "O", "O", "H", "H", "O", "H", "C", "P", "H", "O", "O", "H", "H", "H", "H", "O", "C", "H", "H", "O", "C", "C", "H", "H", "H", "O", "C", "C", "H", "H", "C", "H", "H", "O", "H", "C", "C", "C", "H", "O", "H", "C"],
  "coordinates": [[-0.618, -5.987, -0.280], [-1.287, 0.661, -1.978], [-2.706, -2.053, 5.182], [6.734, 4.350, -7.063], [3.981, -1.191, 2.483], [-0.038, 1.335, -0.943], [-5.118, -2.322, -5.389], [-7.193, -2.495, 7.378], [-1.607, 1.119, 1.023], [-2.758, -1.807, 6.591], [7.400, 3.439, -11.721], [5.707, 3.021, -6.549], [4.374, 5.092, -6.597], [0.254, -3.360, 3.142], [-6.111, -0.083, 11.195], [-1.951, 4.633, -0.858], [0.183, -1.626, 2.708], [6.989, 1.200, -5.285], [3.581, 1.188, -0.720], [3.788, 3.962, -7.833], [-0.621, 5.913, 0.107], [3.216, -1.958, 2.352], [5.590, 0.130, -5.122], [2.328, -1.485, 1.944], [-1.570, -0.440, -4.303], [-8.194, -0.545, 11.549], [-3.196, -2.538, -6.145], [-5.832, -1.125, 10.252], [8.311, 3.997, -11.512], [4.053, 0.532, -3.163], [-0.209, -4.981, -0.244], [-1.690, 5.734, 0.007], [4.428, 1.644, -3.394], [-1.837, -3.278, -2.560], [-1.746, -2.525, -3.876], [-3.798, -1.955, 6.880], [6.169, 2.976, -8.524], [-6.310, -2.233, 8.472], [-2.458, -0.203, 7.996], [6.645, 4.095, -12.151], [1.727, -3.926, 0.547], [-2.328, -0.395, 6.930], [-2.919, 0.328, 6.366], [1.483, -2.915, -0.045], [-1.485, -2.241, 4.684], [4.773, 5.340, -8.301], [-0.572, -2.833, 1.669], [-1.236, -0.943, -3.560], [6.231, 0.835, -4.596], [-7.074, -1.401, 12.600], [7.625, 2.645, -12.429], [-4.323, -2.202, -3.466], [-1.689, 2.552, -1.335], [-1.282, -0.229, 6.676], [3.850, 2.872, -0.288], [-1.781, 0.571, 0.096], [6.987, 4.825, -9.527], [-0.027, -4.639, -1.261], [-3.680, -0.943, -4.929], [3.881, 2.772, -2.956], [-8.146, -2.872, 7.748], [-0.623, -3.336, -4.805], [-7.628, -0.496, 9.039], [-2.860, 0.518, -0.055], [-7.403, 0.322, 12.870], [-0.530, 3.414, 0.399], [-0.929, -4.329, 0.241], [2.731, 2.610, -2.109], [-3.780, -2.390, -4.809], [-5.201, 0.036, 11.780], [2.796, -4.145, 1.322], [-3.883, -4.127, -4.659], [-7.347, -1.603, 6.775], [-4.046, -4.286, -3.738], [2.023, 1.915, -2.562], [-2.156, 6.608, -0.442], [1.009, -5.047, 0.523], [-1.316, 3.511, -0.505], [-6.723, -3.259, 6.765], [-6.291, 0.857, 10.672], [-1.602, -2.431, 3.376], [3.719, -3.054, 1.437], [5.874, 3.742, -7.346], [4.628, -3.488, 1.851], [-2.163, -2.549, 7.125], [-0.770, -3.170, -5.731], [6.895, 2.815, -10.542], [-1.117, 1.252, -1.081], [4.629, 4.586, -7.528], [3.961, -2.666, 0.447], [2.250, 3.587, -2.066], [-0.352, -2.572, 2.695], [6.723, 0.346, -3.757], [-2.136, 5.557, 0.985], [-0.460, -2.247, 5.310], [2.953, -2.365, 3.331], [6.706, 3.659, -9.527], [-7.264, -0.446, 12.108], [3.123, 2.177, -0.712], [2.245, 2.144, -0.065], [5.491, 1.966, -4.138], [-1.391, -0.440, 0.216], [-6.686, -1.210, 9.235]]
}


(3)
{
  "formula": "C5H24NO7",
  "method": "the ωB97M-V functional and the def2-TZVPD basis",
  "de_lowest_kcal_mol": 8.0,
  "total_charge": 2,
  "energy_ha": -785.53431,
  "spin_multiplicity": 2,
  "e_lumo_ev": [-7.60, -11.95],
  "symbols": ["H", "H", "O", "C", "C", "O", "H", "H", "C", "H", "H", "H", "O", "H", "H", "H", "H", "C", "H", "H", "O", "H", "H", "O", "H", "N", "O", "H", "H", "O", "H", "H", "H", "H", "C", "H", "H"],
  "coordinates": [[-1.460, -1.921, -1.495], [0.620, -2.236, -4.866], [1.156, -1.743, -4.278], [-0.562, -3.231, 0.591], [0.150, -1.954, 0.985], [3.275, 2.479, 0.926], [0.253, 1.038, 1.097], [-4.722, 1.016, -0.092], [-1.871, -3.243, 0.489], [-0.281, 1.212, -0.576], [1.883, -1.511, -4.841], [0.361, -1.767, -1.581], [0.555, 2.739, 1.696], [0.064, -4.032, 0.351], [-2.654, -2.667, 0.811], [1.246, 0.476, -0.024], [1.500, 4.040, -1.564], [-0.494, -0.837, 0.236], [-4.623, 0.424, 1.319], [0.724, 3.431, -2.639], [0.811, 0.688, 3.657], [1.733, 1.019, 3.868], [3.935, 2.765, 1.463], [-0.742, -0.142, -2.020], [-1.398, -0.481, 0.746], [0.239, 0.560, 0.173], [1.006, 3.417, -1.779], [0.118, -1.872, 2.084], [3.528, 2.232, -0.018], [-4.079, 0.878, 0.678], [0.244, 3.549, 2.020], [1.387, 2.840, 1.591], [0.503, 0.582, 4.468], [-0.801, -0.232, -3.022], [-0.583, -1.292, -1.256], [1.277, -2.059, 0.887], [-2.297, -4.164, -0.084]]
}


(4)
{
  "formula": "C19H27BrN4O4PPtS3",
  "method": "the ωB97M-V functional and the def2-TZVPD basis",
  "de_lowest_kcal_mol": 12.8,
  "total_charge": -2,
  "energy_ha": -5489.64230,
  "spin_multiplicity": 2,
  "e_lumo_ev": [4.45, 4.45],
  "symbols": ["C", "H", "C", "H", "H", "C", "H", "C", "H", "H", "S", "H", "H", "H", "H", "Pt", "H", "H", "N", "C", "C", "O", "H", "S", "O", "C", "P", "H", "H", "N", "H", "H", "C", "H", "H", "C", "H", "C", "C", "C", "O", "N", "C", "S", "H", "H", "O", "C", "H", "C", "C", "H", "C", "C", "C", "H", "H", "N", "H", "Br"],
  "coordinates": [[-1.961, 4.017, -0.242], [1.225, 2.982, 0.487], [-0.449, 4.156, -0.232], [-3.565, 2.996, -2.418], [-0.183, 2.937, 1.527], [0.438, -3.408, 2.577], [-3.241, -0.745, -2.009], [4.770, -2.315, -3.431], [-2.532, 2.097, 1.937], [-3.647, 1.159, 2.934], [-1.829, -2.648, 0.002], [-2.422, 4.769, -0.893], [-0.074, 4.182, -1.259], [5.518, -2.238, -4.209], [-0.987, -0.103, -1.577], [0.995, -0.334, 0.571], [-0.602, 0.790, 2.772], [4.216, -3.691, -0.394], [-0.262, 1.715, -0.186], [-1.420, 1.675, -0.773], [4.039, -3.133, -1.304], [-0.566, -2.414, 2.614], [-4.218, 0.799, -0.394], [2.964, 0.921, -0.267], [0.584, -0.903, -1.565], [2.583, -1.673, -2.595], [-0.844, -1.513, 1.280], [1.545, -4.562, 4.020], [-2.478, 2.252, 3.705], [5.309, -0.246, 0.808], [-0.050, -4.021, 4.583], [-0.161, 5.088, 0.262], [5.008, -3.065, -2.293], [-5.043, 1.068, -1.944], [0.042, -4.287, 2.055], [-3.626, 2.600, -1.390], [1.306, -3.032, 2.023], [1.237, -0.942, -2.658], [4.321, 0.201, 0.396], [-3.016, 0.320, -2.093], [-1.964, -0.530, 1.937], [-2.351, 2.704, -0.716], [-2.630, 1.555, 2.876], [1.815, -0.301, 2.621], [5.957, -3.575, -2.176], [-2.352, 4.185, 0.773], [0.833, -0.513, -3.738], [0.135, 2.940, 0.472], [-4.343, 3.225, -0.847], [-4.089, 1.155, -1.419], [2.850, -2.450, -1.466], [-1.644, -0.069, 3.912], [0.830, -3.735, 4.003], [-1.622, 0.424, 2.933], [3.569, -1.633, -3.576], [1.289, -2.859, 4.461], [2.091, -2.483, -0.694], [-1.766, 0.552, -1.430], [-2.961, 0.573, -3.163], [3.427, -0.617, -5.187]]
}


(5)
{
  "formula": "C5H33NO12S",
  "method": "the ωB97M-V functional and the def2-TZVPD basis",
  "de_lowest_kcal_mol": 0.0,
  "total_charge": 0,
  "energy_ha": -1566.18418,
  "smiles": "CN(C)C(O)(O)CCS.O.O.O.O.O.O.O.O.O.O",
  "e_lumo_ev": 0.33,
  "symbols": ["O", "H", "H", "O", "H", "O", "C", "H", "S", "H", "O", "H", "H", "N", "O", "H", "H", "O", "C", "H", "H", "H", "H", "H", "H", "H", "H", "H", "H", "H", "O", "O", "H", "O", "H", "H", "H", "H", "H", "H", "O", "O", "H", "O", "C", "H", "H", "C", "H", "C", "H", "H"],
  "coordinates": [[-4.500, -0.992, -0.657], [-1.193, 2.171, 1.500], [1.770, 2.513, -4.335], [-1.985, 1.806, 1.947], [2.381, -0.294, 2.295], [1.571, 1.629, -4.014], [0.620, -1.208, -2.819], [-2.754, 1.808, 1.320], [3.216, 1.856, 1.753], [1.531, 1.690, -3.041], [-2.048, -0.608, 3.290], [3.756, -0.310, 0.065], [-4.855, 1.990, 0.433], [0.815, -0.763, -1.443], [1.755, 1.377, -1.273], [1.462, -1.813, -3.122], [2.235, 2.759, 1.612], [0.145, 2.846, 0.374], [2.692, -0.406, 0.175], [2.768, -0.013, -3.002], [1.191, 0.556, 1.427], [0.624, 2.262, -0.236], [-0.221, 0.323, 0.000], [4.576, 2.443, -0.584], [-1.965, 0.292, 2.867], [-0.033, -2.644, 4.301], [2.497, -1.466, 0.319], [-4.251, 0.710, -0.166], [-3.888, -1.179, -1.379], [-0.262, -1.860, -2.840], [-3.525, -2.554, 1.440], [-1.089, -3.716, 1.466], [-0.602, -3.291, 2.212], [0.058, -2.243, 3.431], [-0.659, -3.337, 0.700], [4.488, 1.367, -1.670], [-0.726, 0.716, -1.640], [2.601, 1.872, -1.248], [-4.225, -1.591, 0.083], [-4.148, -3.243, 1.700], [3.040, -0.338, -2.125], [-4.032, 1.659, 0.058], [-2.619, -2.985, 1.429], [4.202, 2.268, -1.456], [2.248, 0.348, 1.426], [-0.295, 3.533, -0.162], [0.475, -0.397, -3.531], [2.047, -0.026, -1.176], [-0.648, -1.545, 3.421], [-0.382, -0.081, -0.974], [-1.196, -0.792, -0.884], [-2.666, -1.096, 2.732]]
}


(6)
{
  "formula": "C3H7BrO2S",
  "method": "the ωB97M-V functional and the def2-TZVPD basis",
  "de_lowest_kcal_mol": 5.6,
  "total_charge": 0,
  "energy_ha": -3241.12422,
  "smiles": "CC(C)S(=O)(=O)Br",
  "e_lumo_ev": -0.21,
  "symbols": ["O", "S", "O", "H", "C", "H", "H", "H", "H", "H", "C", "C", "Br", "H"],
  "coordinates": [[-1.212, 0.670, 1.581], [-1.299, 0.624, 0.121], [-1.537, 1.952, -0.554], [0.289, -0.418, -1.464], [0.172, -1.422, 0.494], [0.258, -1.165, 1.474], [1.024, -2.132, 0.287], [0.899, 1.868, -0.988], [-0.724, -2.019, 0.242], [2.185, 0.745, -0.521], [0.325, -0.233, -0.469], [1.192, 1.016, -0.357], [-2.807, -0.830, -0.450], [1.234, 1.344, 0.604]]
}


(7)
{
  "formula": "C17H39Cl10O3P2",
  "method": "the ωB97M-V functional and the def2-TZVPD basis",
  "total_charge": 1,
  "energy_ha": -6181.13327,
  "e_lumo_ev": -3.03,
  "symbols": ["H", "H", "H", "H", "C", "H", "H", "C", "Cl", "H", "H", "H", "C", "C", "H", "O", "O", "H", "C", "H", "C", "H", "C", "H", "Cl", "H", "H", "Cl", "Cl", "P", "H", "H", "H", "H", "H", "C", "H", "P", "Cl", "Cl", "H", "C", "H", "C", "H", "H", "C", "Cl", "C", "C", "H", "H", "H", "H", "H", "H", "C", "H", "C", "C", "H", "Cl", "H", "C", "Cl", "H", "Cl", "H", "O", "H", "H"],
  "coordinates": [[-4.192, -6.009, -3.539], [3.013, 6.423, 2.396], [2.830, 0.973, 1.834], [-0.317, -1.393, -1.076], [-1.524, 1.684, 0.855], [-2.478, -1.255, -0.514], [-2.543, -1.377, -5.508], [1.566, -1.125, 0.338], [-1.118, -2.240, -3.833], [5.557, 7.262, 4.913], [-0.403, -1.911, 2.005], [-2.412, -7.053, -2.224], [4.718, -0.262, 1.498], [3.616, 5.513, 2.465], [-2.657, -5.289, -4.052], [3.430, 1.145, -0.308], [1.918, 0.024, -2.211], [-1.719, 0.611, 1.290], [0.132, 1.906, 0.810], [-0.834, -1.034, -5.823], [5.063, 9.325, 4.429], [-0.444, -3.663, 1.237], [-2.684, -6.017, -2.002], [3.978, -1.062, 1.972], [5.561, 3.969, 1.298], [3.732, 5.108, 0.330], [4.969, 8.226, 6.278], [3.199, 7.390, 4.988], [5.088, 9.050, 2.668], [1.850, 0.484, -0.667], [0.276, 3.074, 1.010], [-3.080, -1.631, 1.763], [4.974, 6.211, 0.946], [-1.954, 1.787, -0.254], [0.688, -2.994, -0.851], [-7.652, -7.186, -2.460], [4.287, 10.065, 4.645], [-2.470, -2.202, 0.573], [-5.686, -6.850, -0.576], [-6.786, -6.354, -3.777], [6.031, 9.760, 4.694], [-3.352, -5.388, -3.213], [0.680, 1.269, 1.625], [-7.364, -6.566, -1.102], [-3.042, -3.490, 0.211], [-0.850, 0.655, -3.910], [-1.750, 0.357, -4.458], [-4.016, -3.774, -2.853], [0.296, -2.027, -0.271], [4.396, 5.311, 1.175], [5.587, 0.035, 2.251], [2.526, -1.812, 0.160], [-1.918, 1.085, -5.256], [-7.376, -8.245, -2.487], [-8.720, -7.108, -2.685], [4.281, 5.610, 3.328], [3.758, 1.045, 1.123], [-2.072, 2.528, 1.475], [4.844, 8.038, 5.208], [-0.615, -2.511, 1.009], [-8.013, -7.014, -0.344], [-1.180, -5.175, -1.550], [5.160, -0.731, 0.511], [-1.609, -1.036, -5.051], [-3.139, 0.477, -3.348], [-7.541, -5.486, -1.106], [2.488, 4.171, 2.785], [-3.347, -6.019, -1.131], [0.545, 1.637, -0.576], [4.323, 2.053, 1.420], [1.499, -0.973, 1.499]]
}


(8)
{
  "formula": "C35H41Cl2N2OP3V",
  "method": "the ωB97M-V functional and the def2-TZVPD basis",
  "de_lowest_kcal_mol": 0.0,
  "total_charge": 2,
  "energy_ha": -4430.97676,
  "spin_multiplicity": 2,
  "e_lumo_ev": [-6.48, -5.88],
  "symbols": ["H", "C", "C", "C", "C", "Cl", "C", "H", "C", "H", "H", "C", "H", "C", "N", "H", "H", "H", "C", "H", "H", "H", "C", "C", "H", "C", "H", "C", "H", "C", "H", "C", "H", "H", "H", "C", "P", "C", "C", "C", "C", "C", "C", "P", "C", "C", "H", "C", "H", "H", "H", "H", "H", "P", "H", "O", "H", "H", "H", "C", "C", "H", "C", "H", "H", "N", "C", "H", "V", "C", "H", "C", "H", "H", "C", "C", "H", "H", "H", "C", "H", "H", "H", "Cl", "C"],
  "coordinates": [[3.291, -2.923, 0.987], [0.532, 3.523, -3.742], [-1.079, 1.353, 5.192], [2.730, 1.593, -2.499], [-1.108, 5.249, -3.316], [2.132, 0.787, 2.469], [2.188, -2.716, 3.551], [-0.803, -1.131, -1.002], [0.541, -2.453, -3.562], [-5.852, -0.973, -0.713], [-5.059, 0.182, 0.404], [2.566, -2.121, 0.798], [-1.181, 2.895, -0.850], [-1.904, -0.872, 1.962], [-0.072, -0.418, 9.638], [-1.716, -0.904, -5.609], [0.859, -4.502, 1.540], [1.487, -3.157, 4.270], [5.383, 2.195, -3.153], [3.073, -1.152, 0.844], [5.083, 0.917, -4.876], [2.665, -1.843, 4.012], [-3.274, -2.690, -1.471], [4.639, 1.345, -3.976], [2.114, 1.533, 4.788], [-0.889, 3.393, -1.775], [-0.548, -3.732, 2.355], [4.809, 2.739, -2.000], [3.038, 2.862, -0.768], [-0.430, -2.295, -4.556], [-3.607, -3.573, 1.556], [3.316, 1.037, -3.650], [6.414, 2.433, -3.411], [1.792, -1.447, -2.114], [2.958, -3.446, 3.268], [-0.969, -1.034, -4.822], [-3.714, -1.752, -0.007], [1.186, 1.170, 5.233], [-2.182, -1.009, 0.652], [0.238, -3.597, 1.602], [-1.511, 4.587, -2.152], [-4.901, -0.490, -0.448], [0.987, -1.342, -2.845], [0.986, 1.327, -2.100], [-0.059, 0.071, 8.567], [3.487, 2.437, -1.668], [-2.155, 0.891, 6.995], [-0.013, 0.612, 7.222], [-4.517, 0.090, -1.297], [1.341, 3.115, -4.351], [0.969, -3.437, -3.351], [1.717, 1.377, 0.194], [-2.919, -2.019, -2.266], [1.274, -2.178, 2.066], [-2.311, 4.996, -1.532], [-2.090, 0.519, -1.109], [-2.606, -1.307, 2.690], [-0.760, -3.159, -5.133], [-4.166, -3.228, -1.823], [1.205, 0.676, 6.538], [-1.236, -0.349, -0.330], [-1.588, 6.183, -3.607], [-0.085, 4.719, -4.109], [2.736, 0.368, -4.289], [-1.547, 0.994, -1.781], [0.064, 1.161, 4.475], [0.415, -0.075, -3.077], [2.128, -2.249, -0.197], [-0.017, -0.099, 2.536], [-0.078, 0.352, 0.362], [-2.486, -3.417, -1.233], [-1.174, 0.975, 6.530], [-0.964, 1.066, -4.296], [-4.587, -2.206, 2.174], [-4.347, -2.807, 1.287], [-0.557, 0.075, -4.082], [0.240, 5.233, -5.016], [5.387, 3.402, -1.355], [-5.259, -3.297, 0.919], [0.852, 0.991, -0.345], [-0.234, -3.408, 0.628], [2.143, 0.331, 6.968], [-1.930, 1.786, 4.655], [-0.607, -1.573, 4.314], [0.124, 2.840, -2.578]]
}